# C35H30BBrIO4PPb

A structure of composition C35H30BBrIO4PPb (ωB97M-V/def2-TZVPD, the OMol25 dataset).

Last column: Löwdin charge in e.
Element x y z (Å)
Pb: -0.214 -1.491 -1.814  1.12
O: -3.142 -0.251 0.565  0.08
C: -2.177 -0.947 0.795  -0.63
O: -1.641 -1.825 -0.012  -0.55
C: -1.434 -0.871 2.113  -0.13
C: -2.115 -0.509 3.268  -0.01
C: -1.469 -0.534 4.491  -0.06
C: -0.128 -0.891 4.558  -0.07
C: 0.570 -1.211 3.406  -0.07
C: -0.080 -1.211 2.175  -0.29
P: 0.887 -1.649 0.680  1.00
C: 2.376 -0.608 0.966  -0.34
C: 2.042 0.753 1.014  -0.10
C: 3.019 1.724 1.110  -0.06
C: 4.358 1.353 1.152  -0.08
C: 4.698 0.012 1.108  -0.08
C: 3.716 -0.968 1.013  -0.08
C: 1.218 -3.417 0.971  -0.34
C: 0.188 -4.182 1.522  -0.08
C: 0.333 -5.553 1.648  -0.07
C: 1.499 -6.177 1.229  -0.08
C: 2.512 -5.425 0.651  -0.08
C: 2.367 -4.054 0.507  -0.10
H: -3.155 -0.223 3.178  0.12
H: -2.006 -0.279 5.395  0.11
H: 0.377 -0.913 5.515  0.11
H: 1.624 -1.459 3.464  0.12
H: 0.995 1.041 0.978  0.11
H: 2.743 2.771 1.134  0.11
H: 5.129 2.109 1.222  0.10
H: 5.741 -0.278 1.144  0.10
H: 4.019 -2.007 1.000  0.08
H: -0.728 -3.701 1.838  0.11
H: -0.474 -6.142 2.067  0.11
H: 1.618 -7.246 1.344  0.10
H: 3.411 -5.912 0.296  0.11
H: 3.147 -3.486 0.017  0.09
Br: -4.745 -3.593 -4.494  0.70
C: -4.991 -5.153 -3.440  -0.73
C: -5.770 -6.175 -3.962  -0.14
C: -5.948 -7.343 -3.240  -0.09
C: -5.344 -7.490 -2.001  -0.09
C: -4.578 -6.462 -1.479  -0.17
C: -4.397 -5.279 -2.187  -0.73
I: -3.274 -3.744 -1.286  1.05
H: -6.232 -6.055 -4.932  0.10
H: -6.559 -8.137 -3.649  0.10
H: -5.467 -8.406 -1.438  0.10
H: -4.114 -6.571 -0.507  0.09
C: 1.766 7.271 0.161  -0.05
C: 0.724 6.824 -0.875  -0.56
C: -0.666 7.099 -0.300  -0.07
C: 0.893 7.654 -2.157  -0.05
C: 0.924 5.346 -1.207  -0.17
C: 2.156 4.920 -1.718  -0.04
C: 2.419 3.601 -2.062  0.02
C: 1.402 2.691 -1.875  -0.22
O: 1.362 1.341 -2.106  0.09
B: 0.088 0.914 -1.706  -0.66
O: -0.650 2.004 -1.275  0.13
C: 0.176 3.095 -1.367  -0.19
C: -0.091 4.405 -1.029  0.07
H: 1.623 8.325 0.408  0.08
H: 2.782 7.150 -0.216  0.07
H: 1.671 6.686 1.078  0.09
H: -0.765 8.163 -0.077  0.09
H: -0.827 6.547 0.628  0.09
H: -1.454 6.833 -1.007  0.09
H: 0.719 8.713 -1.955  0.08
H: 0.184 7.328 -2.920  0.09
H: 1.900 7.551 -2.562  0.08
H: 2.948 5.644 -1.858  0.11
H: 3.381 3.301 -2.458  0.12
H: -1.067 4.657 -0.637  0.12

Summary:
highest occupied orbital energy: -0.301 hartree
lowest unoccupied orbital energy: -0.2 eV
Kohn-Sham gap: 7.98 eV
molar mass: 970.4 Da
relative energy (zero: lowest compared OMol25 entry of this formula, charge and spin): 27.88 kJ/mol
energy: -5083.555990 hartree
charge: 0

# C35H30BMnN9O

A structure of composition C35H30BMnN9O (ωB97M-V/def2-TZVPD, the OMol25 dataset).

Last column: Löwdin charge in e.
Element x y z (Å)
Mn: 0.527 0.366 0.009  0.81
C: -0.515 -0.015 4.546  -0.03
C: -0.292 0.475 3.253  -0.12
N: -0.231 -0.303 2.192  0.08
C: -0.402 -1.628 2.348  -0.15
C: -0.636 -2.218 3.600  -0.14
C: -0.685 -1.365 4.719  0.00
C: -0.815 -3.632 3.696  -0.02
C: -0.768 -4.412 2.590  -0.02
C: -0.534 -3.843 1.300  -0.14
C: -0.492 -4.620 0.124  0.01
C: -0.250 -4.008 -1.073  -0.03
C: -0.042 -2.621 -1.092  -0.15
N: -0.108 -1.864 -0.015  0.08
C: -0.344 -2.460 1.172  -0.14
H: -0.545 0.670 5.381  0.11
H: -0.141 1.534 3.079  0.11
H: -0.857 -1.785 5.702  0.12
H: -0.991 -4.063 4.674  0.11
H: -0.905 -5.483 2.658  0.12
H: -0.642 -5.690 0.186  0.12
H: -0.191 -4.565 -1.996  0.12
H: 0.189 -2.113 -2.020  0.11
C: -3.499 2.819 1.226  -0.07
C: -3.003 4.101 1.435  -0.07
C: -1.649 4.330 1.312  -0.01
C: -0.787 3.272 0.987  -0.24
N: -1.286 2.049 0.761  0.04
C: -2.592 1.836 0.883  -0.15
C: 0.682 3.420 0.850  -0.23
C: 1.307 4.613 1.239  -0.06
C: 2.671 4.765 1.084  -0.11
C: 3.415 3.726 0.538  -0.10
C: 2.789 2.544 0.176  -0.14
C: 1.411 2.338 0.321  -0.15
H: -4.552 2.592 1.317  0.10
H: -3.670 4.916 1.688  0.11
H: -1.260 5.326 1.455  0.10
H: -2.923 0.820 0.689  0.11
H: 0.745 5.427 1.680  0.09
H: 3.153 5.685 1.390  0.09
H: 4.485 3.839 0.406  0.10
H: 3.397 1.740 -0.229  0.08
B: 3.144 -2.102 -1.194  -0.42
N: 2.759 -0.904 -2.105  -0.07
C: 3.322 -0.683 -3.301  -0.10
C: 2.693 0.392 -3.901  -0.06
C: 1.730 0.775 -2.969  -0.16
N: 1.777 -0.009 -1.893  -0.01
N: 3.164 -1.712 0.313  -0.07
C: 3.904 -2.365 1.220  -0.10
C: 3.723 -1.769 2.454  -0.07
C: 2.831 -0.730 2.191  -0.17
N: 2.498 -0.704 0.901  0.01
H: 2.385 -3.026 -1.370  0.06
H: 4.265 -2.417 -1.503  0.07
H: 4.142 -1.296 -3.632  0.11
H: 2.915 0.841 -4.852  0.09
H: 1.047 1.607 -3.002  0.08
H: 4.526 -3.191 0.919  0.12
H: 4.184 -2.033 3.389  0.08
H: 2.432 0.012 2.862  0.10
N: -4.987 -1.160 -4.459  0.17
C: -4.002 -1.388 -3.552  -0.50
O: -3.798 -2.495 -3.090  0.06
C: -3.147 -0.220 -3.173  -0.11
C: -3.176 1.030 -3.783  -0.01
C: -2.329 2.020 -3.318  -0.03
C: -1.473 1.725 -2.270  -0.14
N: -1.414 0.521 -1.692  0.06
C: -2.242 -0.416 -2.133  -0.06
H: -5.595 -1.931 -4.677  0.11
H: -5.266 -0.238 -4.734  0.09
H: -3.834 1.244 -4.616  0.11
H: -2.323 3.005 -3.761  0.11
H: -0.801 2.475 -1.868  0.11
H: -2.219 -1.377 -1.644  0.11

Summary:
highest occupied orbital energy (spin up / spin down): -0.240 / -0.285 hartree
lowest unoccupied orbital energy (spin up / spin down): -0.1 / -0.1 eV
Kohn-Sham gap (spin up / spin down): 6.45 / 7.62 eV
molar mass: 658.4 Da
relative energy (zero: lowest compared OMol25 entry of this formula, charge and spin): 15.50 kJ/mol
spin multiplicity: 6
energy: -3095.781809 hartree
charge: 0

# C35H30BrCl3IrN3O4P

A structure of composition C35H30BrCl3IrN3O4P (ωB97M-V/def2-TZVPD, the OMol25 dataset).

Last column: Löwdin charge in e.
Element x y z (Å)
Ir: 1.986 1.518 0.964  1.41
C: 0.019 3.845 -0.307  0.03
O: 0.268 2.455 -0.697  -0.15
C: -0.431 1.957 -1.717  -0.17
C: -1.480 2.602 -2.335  -0.02
C: -2.121 1.995 -3.412  -0.63
Br: -3.533 2.820 -4.234  1.07
C: -1.689 0.738 -3.919  0.01
C: -0.625 0.083 -3.349  -0.03
C: 0.021 0.667 -2.207  -0.13
O: 1.040 0.126 -1.610  0.12
C: -0.104 -1.165 -3.898  -0.16
N: 0.943 -1.796 -3.322  0.19
C: 1.197 -2.877 -4.075  -0.12
C: 2.202 -3.883 -3.922  0.07
C: 2.236 -4.871 -4.853  0.01
C: 1.302 -4.896 -5.932  0.10
C: 0.296 -3.912 -6.104  0.09
C: 0.269 -2.926 -5.166  -0.12
N: -0.535 -1.804 -4.994  0.23
H: -1.049 4.016 -0.214  0.09
H: 0.478 4.504 -1.042  0.13
H: 0.481 3.966 0.668  0.08
H: -1.821 3.574 -2.015  0.13
H: -2.216 0.333 -4.773  0.13
H: 1.269 -0.747 -2.084  0.11
H: 2.899 -3.839 -3.097  0.14
H: 2.976 -5.657 -4.791  0.14
H: 1.361 -5.700 -6.657  0.15
H: -0.391 -3.966 -6.938  0.15
H: -1.283 -1.527 -5.614  0.19
Cl: 6.753 2.451 -1.472  0.70
C: 6.513 1.440 -0.050  -1.63
Cl: 7.255 2.132 1.383  0.71
Cl: 7.029 -0.219 -0.321  0.70
C: 5.053 1.404 0.192  -0.28
N: 3.925 1.369 0.388  0.01
O: 0.477 0.989 2.129  -0.52
P: -0.811 0.106 2.254  0.90
C: -1.445 0.290 3.892  -0.30
C: -0.555 0.081 4.954  -0.07
C: -1.015 0.154 6.255  -0.04
C: -2.359 0.423 6.501  -0.02
C: -3.245 0.616 5.451  -0.03
C: -2.795 0.552 4.141  -0.06
C: -2.040 0.650 1.066  -0.29
C: -2.583 -0.229 0.127  -0.06
C: -3.638 0.186 -0.678  -0.06
C: -4.145 1.472 -0.553  -0.05
C: -3.587 2.362 0.360  -0.05
C: -2.538 1.954 1.171  -0.09
C: -0.396 -1.610 1.967  -0.30
C: -1.313 -2.586 2.366  -0.06
C: -1.007 -3.927 2.205  -0.03
C: 0.218 -4.299 1.664  -0.03
C: 1.137 -3.333 1.276  -0.06
C: 0.831 -1.989 1.423  -0.09
H: 0.487 -0.151 4.763  0.11
H: -0.334 -0.007 7.079  0.12
H: -2.717 0.474 7.520  0.13
H: -4.289 0.816 5.651  0.13
H: -3.496 0.693 3.329  0.11
H: -2.225 -1.251 0.070  0.11
H: -4.100 -0.515 -1.363  0.12
H: -5.002 1.775 -1.141  0.12
H: -4.007 3.354 0.477  0.13
H: -2.145 2.628 1.924  0.13
H: -2.251 -2.300 2.830  0.13
H: -1.711 -4.682 2.527  0.13
H: 0.467 -5.348 1.572  0.12
H: 2.104 -3.632 0.893  0.11
H: 1.567 -1.239 1.155  0.06
C: 3.302 4.112 2.611  -0.05
O: 2.137 3.250 2.433  -0.27
H: 4.133 3.546 3.028  0.09
H: 3.035 4.934 3.269  0.11
H: 3.557 4.502 1.630  0.09
H: 1.805 2.966 3.297  0.11

Summary:
highest occupied orbital energy (spin up / spin down): -0.657 / -0.657 hartree
lowest unoccupied orbital energy (spin up / spin down): -11.2 / -14.1 eV
Kohn-Sham gap (spin up / spin down): 6.64 / 3.76 eV
molar mass: 966.1 Da
relative energy (zero: lowest compared OMol25 entry of this formula, charge and spin): 0.00 kJ/mol
spin multiplicity: 6
energy: -6215.704796 hartree
charge: +4